Entry from the OMol25 dataset: C21H50N4NbO6 as an isolated structure in a non-equilibrium geometry (the ωB97M-V functional and the def2-TZVPD basis).

Charge = -1
HOMO-LUMO gap = 5.968 eV
Energy relative to the best compared isomer or geometry (same formula, charge and spin) = 0.0000 eV
F_max = 3.32 eV/Å
E_LUMO = 0.080 Ha
Electronic energy = -42376.879 eV

```
82
Properties=species:S:1:pos:R:3:forces:R:3
C -4.2418 1.4374 -0.7211 0.121 -0.795 -0.083
C -3.2529 1.8711 -1.5141 -0.213 3.008 0.147
Nb -1.2412 2.5403 -0.8497 -1.778 -0.911 2.646
C 0.7530 3.5957 -0.4287 -0.479 1.168 -0.341
O 0.9913 3.8393 0.9724 0.201 -0.178 -0.230
C 0.4176 5.0369 1.4290 -0.105 -0.031 0.632
C -0.2118 4.7943 2.8067 0.047 -0.083 -0.325
O -1.5934 2.2681 1.1576 0.502 -0.396 -1.923
C -1.7962 0.9299 1.5605 -0.050 -0.001 0.876
C -0.6048 0.2834 2.2679 -0.070 -0.231 -0.488
C 0.6963 0.2147 1.4748 0.301 -0.378 0.459
C 1.7797 -0.4718 2.3419 -0.741 0.486 -0.322
H -4.8098 2.0597 -0.0363 0.875 -0.137 1.031
H -4.5064 0.3768 -0.7416 -1.026 0.124 -0.609
H -3.4207 1.8955 -2.5914 1.146 -1.646 -0.356
H -1.9269 4.2586 -0.8451 0.443 0.323 -0.429
H -0.8318 2.8304 -2.6157 0.194 -0.030 -0.104
H -0.4194 0.9043 -1.0627 0.442 -0.014 -0.674
H 1.5964 3.0302 -0.8269 -0.025 -0.409 0.161
H 0.8097 4.5676 -0.9305 0.052 0.006 -0.186
H -0.3243 5.3949 0.7138 -0.137 -0.004 -0.022
H 1.1724 5.8278 1.5549 0.249 -0.096 -0.320
H -1.2841 4.6551 2.7132 -0.140 0.042 0.144
H 0.0351 5.5926 3.5044 -0.198 0.160 0.059
H 0.1927 3.8678 3.2020 0.105 -0.131 0.063
H -2.6296 0.9325 2.2775 -0.139 -0.089 -0.032
H -2.0876 0.2649 0.7422 0.020 0.049 -0.195
H -0.4314 0.7164 3.2548 0.018 0.358 0.002
H -0.9052 -0.7544 2.4507 -0.075 -0.096 0.115
H 1.0148 1.1909 1.1224 -0.005 0.230 0.184
H 0.5625 -0.4074 0.5981 -0.222 0.093 -0.220
H 1.5716 -0.2409 3.3884 0.339 0.056 0.179
H 1.6903 -1.5462 2.2136 0.248 -0.185 0.038
H 2.7681 -0.1186 2.0601 0.222 -0.176 0.102
C 2.2716 -4.1568 4.0256 -0.087 0.059 -0.039
O 2.4775 -3.9834 2.8424 0.147 -0.104 0.054
N 3.0310 -3.6437 5.0130 -0.030 -0.084 0.176
C 2.7401 -3.8763 6.4113 0.183 0.153 -0.154
C 4.1762 -2.8261 4.6474 -0.116 -0.005 -0.171
H 1.4200 -4.7554 4.3974 0.022 0.008 0.028
H 2.5593 -2.9258 6.9178 -0.028 -0.053 0.091
H 3.5840 -4.3789 6.8902 -0.057 -0.007 0.093
H 1.8552 -4.5015 6.5116 -0.015 -0.003 -0.042
H 3.8450 -1.9653 4.0651 0.061 0.010 -0.011
H 4.8665 -3.4073 4.0348 0.037 0.056 -0.005
H 4.6848 -2.4850 5.5459 -0.040 -0.028 0.044
C -1.3245 -3.4849 0.2476 -0.242 0.080 0.069
O -0.5476 -2.5589 0.3389 0.121 -0.089 -0.008
N -1.0129 -4.7841 0.4283 -0.128 -0.130 0.002
C -1.9974 -5.8354 0.2939 0.271 0.002 -0.014
C 0.3607 -5.1313 0.7673 -0.161 0.215 -0.051
H -2.3896 -3.3262 -0.0079 -0.013 -0.064 0.018
H -2.0882 -6.3846 1.2349 -0.082 -0.052 -0.040
H -1.6946 -6.5275 -0.4957 -0.082 -0.039 0.005
H -2.9677 -5.4120 0.0390 0.009 0.043 0.005
H 0.6505 -4.6364 1.6902 0.142 0.001 -0.034
H 1.0322 -4.7927 -0.0223 0.074 -0.038 0.046
H 0.4501 -6.2091 0.8820 -0.073 -0.018 -0.053
C -0.5948 -4.5896 -3.0142 0.070 0.009 0.129
O -0.1110 -5.7060 -3.1129 -0.085 -0.043 -0.092
N -1.1043 -3.8755 -4.0319 -0.102 0.123 0.020
C -1.6591 -2.5453 -3.8309 0.036 -0.150 -0.168
C -1.0937 -4.4514 -5.3630 0.084 -0.091 0.156
H -0.6548 -4.0606 -2.0538 0.059 0.046 -0.002
H -2.7090 -2.5319 -4.1318 -0.003 0.080 0.025
H -1.1090 -1.8175 -4.4285 -0.045 0.086 0.064
H -1.5873 -2.2583 -2.7835 0.064 0.002 0.001
H -1.6597 -5.3844 -5.3703 0.025 -0.011 -0.076
H -0.0692 -4.6736 -5.6648 -0.029 -0.032 -0.068
H -1.5364 -3.7520 -6.0678 -0.009 0.045 0.037
C -0.7397 6.2407 -3.5387 -0.222 -0.103 0.257
O -1.6603 6.0653 -4.3115 0.120 0.146 -0.207
N 0.5595 6.3283 -3.9017 0.097 0.111 0.054
C 1.6132 6.5452 -2.9342 -0.004 -0.034 -0.294
C 0.8977 6.1936 -5.3038 -0.204 -0.058 0.080
H -0.8913 6.3467 -2.4524 -0.012 -0.089 -0.007
H 2.1482 7.4716 -3.1656 0.056 -0.011 0.078
H 2.3183 5.7114 -2.9552 0.037 0.027 0.122
H 1.1931 6.6197 -1.9340 -0.035 -0.036 -0.008
H 0.3943 6.9684 -5.8856 0.030 -0.037 -0.072
H 0.5667 5.2218 -5.6734 0.025 0.019 -0.069
H 1.9742 6.2839 -5.4324 0.016 0.003 0.052
```
Forces are in eV/Å.